[1]
Molecular formula: C24H41BeBrClF2LiMgN3O10PTa
Method: DFT, wB97M-V/def2-TZVPD

Output
LUMO: -1.330 eV
Relative energy (zero: lowest compared OMol25 entry of this formula, charge and spin): 67.3 kcal/mol
Total charge: -1

Atoms and positions in Å:
1 N -4.212 -0.829 -3.927
2 C -2.741 -1.085 -4.012
3 C -2.250 -2.089 -2.857
4 O -0.784 -2.309 -2.877
5 C -2.593 -1.575 -1.382
6 Ta -1.247 0.236 -0.696
7 C 0.093 2.007 -0.082
8 C 0.473 2.801 -1.460
9 F 1.487 2.120 -2.235
10 C -1.733 -0.382 1.485
11 C -2.017 0.832 2.499
12 C -3.574 0.991 2.916
13 Br -3.849 2.864 3.537
14 H -4.474 -0.143 -4.655
15 H -4.435 -0.367 -3.021
16 H -2.406 -1.497 -5.046
17 H -2.226 -0.048 -3.935
18 H -2.729 -3.127 -3.111
19 H -0.662 -3.284 -2.955
20 H -3.735 -1.325 -1.250
21 H -2.372 -2.418 -0.602
22 H -2.751 1.358 -0.810
23 H -0.766 0.553 -2.455
24 H 0.274 -0.857 -0.580
25 H 1.092 1.685 0.372
26 H -0.401 2.792 0.586
27 H -0.516 2.951 -2.045
28 H 0.836 3.871 -1.214
29 H -0.937 -1.123 1.882
30 H -2.727 -1.012 1.448
31 H -1.657 1.855 2.145
32 H -1.435 0.595 3.467
33 H -4.224 0.853 1.973
34 H -3.775 0.203 3.723
35 Mg -4.208 -1.400 0.287
36 F -5.512 0.815 -3.225
37 C 3.921 -2.392 -3.085
38 C 4.414 -1.160 -2.332
39 C 4.732 -1.450 -0.863
40 C 3.496 -1.933 -0.157
41 N 2.525 -2.316 0.401
42 H 2.949 -2.780 -2.655
43 H 3.736 -2.146 -4.132
44 H 4.668 -3.197 -3.049
45 H 3.652 -0.375 -2.401
46 H 5.316 -0.778 -2.822
47 H 5.092 -0.542 -0.371
48 H 5.512 -2.212 -0.782
49 Cl 1.341 -2.583 -3.296
50 Be -3.447 -4.328 -1.922
51 C 8.100 -3.459 1.596
52 C 7.757 -4.561 0.637
53 N 7.487 -5.429 -0.120
54 H 7.610 -2.533 1.289
55 H 7.764 -3.723 2.600
56 H 9.180 -3.303 1.611
57 C -5.449 5.855 -0.289
58 C -4.142 5.283 -0.792
59 C -3.778 3.970 -0.165
60 O -2.356 3.978 -0.248
61 C -1.974 5.285 -0.244
62 O -0.842 5.660 -0.106
63 O -3.044 6.111 -0.413
64 H -5.635 6.832 -0.743
65 H -6.286 5.194 -0.525
66 H -5.418 6.015 0.793
67 H -4.154 5.217 -1.885
68 H -4.193 3.119 -0.708
69 H -4.063 3.894 0.889
70 C 4.260 -0.267 4.453
71 C 5.069 -0.989 3.677
72 C 6.115 -0.348 2.853
73 O 6.854 -1.008 2.141
74 C 6.231 1.124 2.924
75 C 5.422 1.846 3.700
76 C 4.375 1.205 4.524
77 O 3.639 1.862 5.234
78 H 3.488 -0.721 5.062
79 H 4.998 -2.068 3.614
80 H 7.002 1.577 2.315
81 H 5.493 2.925 3.763
82 O -7.438 -5.723 1.986
83 P -7.297 -4.440 2.810
84 O -6.046 -3.671 2.371
85 O -7.178 -4.807 4.292
86 O -8.535 -3.564 2.592
87 Li 1.768 -2.659 -5.914

Cartesian forces (eV/Å) of the 6 atoms listed first:
N 2.50 -2.27 -0.58
C 0.23 0.99 -0.18
C -0.09 0.73 -0.30
O -5.88 -0.18 0.66
C -0.36 -0.92 0.25
Ta 2.99 1.60 -0.57

***

[2]
Molecular formula: C43H85Br2ClF3N2O9P
Method: DFT, wB97M-V/def2-TZVPD

Output
LUMO: 0.165 eV
SMILES string: C#CC[C@@](N=C(C)C)(O[C@@](CCC(F)=C(F)F)(NCC)[C@H](Br)CC)[C@@](Br)(CCOCC)O[C@H](CCCCO)P(O)Cl.CCOCC.CCOCC.CCOCC.CCOCC
Relative energy (zero: lowest compared OMol25 entry of this formula, charge and spin): 0.0 kcal/mol
Total charge: 0

Atoms and positions in Å:
1 C 0.359 0.275 -4.119
2 C 0.337 -0.687 -3.362
3 C 0.296 -1.747 -2.353
4 C -0.461 -1.386 -1.025
5 N -1.337 -0.252 -1.360
6 C -2.549 -0.409 -1.699
7 C -2.996 -0.716 -3.128
8 C -3.715 -0.196 -0.768
9 O -1.315 -2.346 -0.465
10 C -1.079 -3.753 -0.636
11 C -2.004 -4.241 -1.770
12 C -1.907 -5.664 -2.337
13 C -1.865 -6.788 -1.372
14 F -3.033 -7.053 -0.713
15 C -0.816 -7.591 -1.082
16 F -0.259 -8.326 -2.018
17 F -0.254 -7.742 0.080
18 N 0.256 -4.228 -0.562
19 C 0.978 -4.728 -1.727
20 C 2.459 -4.271 -1.783
21 C -1.815 -4.392 0.707
22 Br -2.896 -3.038 1.698
23 C -0.834 -4.959 1.729
24 C -1.503 -5.355 3.079
25 C 0.534 -0.718 0.050
26 Br 0.855 1.176 -0.540
27 C -0.224 -0.604 1.387
28 C 0.112 0.541 2.330
29 O -0.875 1.552 2.188
30 C -0.622 2.642 3.073
31 C -1.930 3.021 3.744
32 O 1.722 -1.450 0.069
33 C 2.750 -1.019 0.956
34 C 4.122 -1.317 0.251
35 C 4.103 -1.142 -1.267
36 C 4.011 0.327 -1.738
37 C 5.171 0.725 -2.682
38 O 4.690 1.387 -3.853
39 P 2.960 -2.025 2.527
40 O 1.711 -1.628 3.514
41 Cl 2.644 -4.024 1.930
42 H 0.446 1.146 -4.713
43 H -0.130 -2.610 -2.867
44 H 1.342 -2.003 -2.187
45 H -4.065 -0.911 -3.201
46 H -2.821 0.220 -3.670
47 H -2.367 -1.460 -3.613
48 H -4.163 -1.188 -0.654
49 H -3.396 0.246 0.172
50 H -4.487 0.431 -1.228
51 H -3.016 -4.129 -1.375
52 H -2.001 -3.556 -2.620
53 H -2.767 -5.813 -3.001
54 H -1.046 -5.770 -2.997
55 H 0.884 -3.678 0.009
56 H 1.032 -5.824 -1.668
57 H 0.552 -4.508 -2.706
58 H 2.588 -3.542 -2.581
59 H 3.080 -5.126 -2.051
60 H 2.817 -3.907 -0.823
61 H -2.572 -5.118 0.426
62 H -0.271 -5.815 1.374
63 H -0.121 -4.177 1.994
64 H -0.858 -6.092 3.559
65 H -2.524 -5.703 2.942
66 H -1.501 -4.482 3.728
67 H -1.269 -0.449 1.129
68 H -0.183 -1.586 1.859
69 H 1.129 0.936 2.275
70 H -0.010 0.157 3.353
71 H 0.124 2.312 3.798
72 H -0.282 3.490 2.470
73 H -1.924 4.028 4.164
74 H -2.721 2.978 2.993
75 H -2.211 2.338 4.548
76 H 2.761 0.049 1.176
77 H 4.518 -2.292 0.548
78 H 4.826 -0.577 0.642
79 H 3.371 -1.780 -1.752
80 H 5.081 -1.489 -1.616
81 H 3.093 0.509 -2.293
82 H 4.033 1.005 -0.884
83 H 5.717 -0.164 -3.026
84 H 5.913 1.348 -2.188
85 H 4.082 0.763 -4.259
86 H 1.620 -2.273 4.224
87 C -7.052 4.810 -3.190
88 C -6.734 3.450 -2.594
89 O -5.411 3.012 -2.842
90 C -4.376 3.831 -2.326
91 C -4.406 3.975 -0.814
92 H -6.825 4.824 -4.257
93 H -8.108 5.046 -3.051
94 H -6.470 5.605 -2.719
95 H -7.385 2.701 -3.047
96 H -6.945 3.437 -1.518
97 H -4.387 4.813 -2.812
98 H -3.442 3.350 -2.618
99 H -5.294 4.513 -0.475
100 H -3.532 4.526 -0.467
101 H -4.416 2.993 -0.339
102 C 0.021 -0.203 7.612
103 C 0.604 1.193 7.751
104 O -0.196 2.204 7.165
105 C -1.501 2.349 7.695
106 C -1.543 2.711 9.170
107 H -0.197 -0.424 6.566
108 H 0.724 -0.946 7.991
109 H -0.910 -0.310 8.172
110 H 1.563 1.230 7.231
111 H 0.810 1.430 8.801
112 H -2.089 1.446 7.500
113 H -1.965 3.153 7.121
114 H -1.152 1.906 9.795
115 H -2.569 2.906 9.482
116 H -0.939 3.599 9.363
117 C 0.795 -0.653 -9.814
118 C 0.286 0.169 -8.642
119 O 1.254 0.385 -7.633
120 C 2.420 1.088 -8.023
121 C 2.147 2.494 -8.532
122 H 1.221 -1.595 -9.464
123 H -0.020 -0.870 -10.506
124 H 1.572 -0.127 -10.371
125 H -0.532 -0.368 -8.159
126 H -0.128 1.124 -8.986
127 H 2.986 0.509 -8.761
128 H 3.043 1.149 -7.130
129 H 1.582 2.483 -9.466
130 H 3.086 3.017 -8.718
131 H 1.566 3.059 -7.802
132 C 4.218 5.878 3.109
133 C 3.189 4.772 3.270
134 O 3.682 3.626 3.939
135 C 4.138 3.824 5.266
136 C 3.064 4.334 6.213
137 H 5.119 5.496 2.628
138 H 3.811 6.688 2.502
139 H 4.512 6.301 4.071
140 H 2.877 4.429 2.282
141 H 2.288 5.147 3.768
142 H 5.012 4.485 5.276
143 H 4.482 2.848 5.610
144 H 2.736 5.340 5.947
145 H 3.444 4.367 7.235
146 H 2.187 3.684 6.183

Cartesian forces (eV/Å) of the 6 atoms listed first:
C 0.16 -2.33 1.73
C -0.15 2.49 -1.15
C 0.65 -0.67 -0.48
C 0.35 3.42 -1.98
N -1.11 -2.26 1.89
C -0.61 0.65 -0.94

***

[3]
Molecular formula: C4H6N2O
Method: DFT, wB97M-V/def2-TZVPD

Output
LUMO: 0.965 eV
SMILES string: Nc1cc[nH]c1O
Relative energy (zero: lowest compared OMol25 entry of this formula, charge and spin): 28.1 kcal/mol
Total charge: 0

Atoms and positions in Å:
1 N 0.286 0.949 -1.715
2 C 0.225 0.175 -0.518
3 C 0.579 -1.176 -0.259
4 C 0.039 -1.518 0.954
5 N -0.564 -0.383 1.480
6 C -0.397 0.646 0.600
7 O -0.743 1.925 0.863
8 H -0.510 0.673 -2.287
9 H 1.110 0.724 -2.263
10 H 1.377 -1.636 -0.811
11 H -0.028 -2.463 1.474
12 H -1.038 -0.320 2.365
13 H -0.336 2.405 0.117

Cartesian forces (eV/Å) of the 6 atoms listed first:
N 0.14 -0.14 -0.13
C -0.06 0.12 0.22
C 0.07 0.17 0.21
C 0.12 0.02 0.06
N -0.02 0.14 -0.03
C 0.04 -0.22 -0.13

***

[4]
Molecular formula: C4H8N2O5
Method: DFT, wB97M-V/def2-TZVPD

Output
LUMO: 0.140 eV
SMILES string: C[C@]1(O)N(O)C(=O)NC1(O)O
Relative energy (zero: lowest compared OMol25 entry of this formula, charge and spin): 37.1 kcal/mol
Total charge: 0

Atoms and positions in Å:
1 C -0.861 -0.599 1.578
2 C -0.378 -0.282 0.142
3 O -1.522 -0.069 -0.794
4 N 0.416 -1.278 -0.377
5 O -0.193 -2.498 -0.618
6 C 1.298 -0.688 -1.362
7 O 1.998 -1.307 -2.133
8 N 1.270 0.616 -1.121
9 C 0.496 0.993 0.071
10 O -0.176 2.209 -0.013
11 O 1.386 1.098 1.137
12 H -1.026 -1.678 1.528
13 H -1.835 0.008 1.892
14 H -0.076 -0.425 2.368
15 H -2.134 0.642 -0.373
16 H -1.033 -2.317 -1.023
17 H 1.804 1.414 -1.572
18 H -0.768 2.197 -0.768
19 H 1.333 1.961 1.439

Cartesian forces (eV/Å) of the 6 atoms listed first:
C -1.06 0.81 0.55
C -2.56 1.85 2.08
O -0.68 1.63 1.78
N 1.23 -0.01 -1.06
O 1.13 -0.28 0.51
C 0.81 -2.62 -0.59

***

Question: Look up the LUMO of the third one.
Answer: 0.965 eV

***

Question: What is the LUMO in the fourth record?
Answer: 0.140 eV